The following is a DFT calculation (ωB97M-V/def2-TZVPD) of a cluster of 10 separate species, C26H70Cl3F9N5O8PS in total in a non-equilibrium geometry.

```
123
C26H70Cl3F9N5O8PS, DFT ωB97M-V/def2-TZVPD
Cl 4.04964 -0.55271 -2.27502
Cl 0.02716 -4.43914 2.37834
Cl 1.78077 5.17773 -1.29125
S -3.46394 1.70389 2.70369
P -4.83775 -2.80466 -3.29349
F -5.40387 -3.05961 -4.76264
F -3.51630 -3.67509 -3.73047
F -4.09132 -2.69741 -1.81736
F -4.18670 3.00337 0.40212
F -4.06105 -1.42985 -3.67343
F -3.85805 0.87076 0.19464
F -5.48740 -4.26753 -2.78912
F -6.04849 -1.95698 -2.72595
F -5.64390 1.60731 1.22224
O -4.11778 0.51502 3.35271
O 3.98871 4.72981 0.84406
O -2.02845 1.59498 2.40671
O -3.82141 2.98365 3.26036
O -5.46605 -5.62212 -0.27641
O 0.60599 -1.99013 0.74990
O -2.76242 6.12899 1.31613
O 0.32607 2.48705 -1.53089
N -0.66793 -0.34102 -2.66086
N -0.09470 4.65183 2.16520
N 3.13521 -4.11326 0.26721
N -3.88462 -3.84416 1.60884
N 5.40952 2.45869 -0.81032
C -1.82433 0.19984 -1.91587
C -3.28043 -2.49874 1.47790
C -0.65597 -0.05863 -4.11633
C 3.86170 -5.26747 0.77160
C -3.13295 -4.92456 0.80664
C -1.69575 5.85594 0.44339
C -0.59086 -1.88869 -2.31728
C 0.86973 3.43995 2.14360
C -5.37529 -3.66505 1.08496
C 4.71681 2.68971 -2.10249
C 2.82384 -3.04715 1.35237
C -0.98325 4.68753 3.33891
C 1.14240 1.60597 -2.26462
C 5.06166 4.93821 -0.05438
C -1.04572 4.53004 0.98192
C -4.33204 1.81428 1.03406
C 0.71950 5.89828 2.10984
C 6.34972 1.41371 -1.09434
C 2.01845 -1.86917 1.01656
C 1.98838 -4.58454 -0.44029
C 6.02768 3.70639 -0.08525
C 0.65216 0.15028 -2.05055
C -6.11696 -4.96809 0.82261
C -3.84599 -4.09927 3.11212
C 4.27406 1.89006 0.13935
C 3.90226 -3.36478 -0.75556
H 1.60053 3.62870 1.32179
H 0.14084 6.86418 2.27086
H 2.16398 1.50991 -1.89663
H 1.17005 5.90199 1.05899
H 4.16042 -5.95051 -0.01644
H -0.73592 0.98916 -4.38950
H -5.45013 -5.11714 -1.13234
H 2.41516 -3.59203 2.20328
H 6.18698 3.39424 0.93016
H -1.69483 5.49502 3.19330
H -4.34341 -5.02014 3.31687
H 6.93134 3.91130 -0.64773
H -1.01023 6.66975 0.48330
H 1.41570 -0.53383 -2.43114
H 1.54303 5.75570 2.83123
H 1.41402 -3.77437 -0.80007
H 7.11038 1.75769 -1.83072
H 4.85744 -3.05963 -0.33437
H 3.21723 5.23298 0.46071
H -1.55774 -0.57765 -4.43715
H -1.59980 3.78898 3.36160
H -5.89728 -2.88784 1.62881
H 5.80989 0.54749 -1.56335
H -7.19937 -4.81298 0.70451
H 1.34078 3.40803 3.16581
H -3.21355 -2.33043 0.39956
H -3.57051 -5.88340 1.04717
H 1.35758 1.86542 -3.33496
H 1.35735 -5.20378 0.21606
H -3.42082 5.44117 1.40841
H 0.49301 0.10019 -0.98997
H 0.30215 2.55250 1.92562
H -3.22512 -4.70153 -0.25786
H 3.35601 -2.46879 -1.16871
H -2.04086 1.25413 -2.04088
H 0.19659 -0.58560 -4.59183
H -2.69514 -0.39071 -2.17575
H 5.67725 5.70485 0.40798
H -2.01229 5.72545 -0.64259
H -4.46872 -3.33367 3.48188
H 4.32679 1.74846 -2.51954
H 0.77801 3.35770 -1.39782
H -6.01363 -5.57259 1.76028
H -0.44871 4.04745 0.18285
H -1.85879 3.86535 1.32452
H -2.82312 -4.07113 3.40513
H -3.88919 -1.78726 1.96610
H -2.11116 -4.86954 1.13325
H 4.81111 -4.97286 1.21293
H 6.90461 1.11435 -0.19996
H 0.13972 -2.35499 -2.91540
H -0.32378 4.80210 4.20041
H -5.23375 -3.18480 0.10273
H -0.55212 -2.04462 -1.24643
H -2.32350 -2.53523 1.99377
H 4.10374 -4.03766 -1.62225
H 2.42149 -5.24150 -1.26499
H 3.75967 2.70988 0.55784
H 5.28252 3.13356 -2.88780
H 4.66845 5.13265 -1.02847
H 2.10920 -1.23716 1.90765
H 3.88675 3.33568 -1.90441
H 3.17257 -5.77593 1.46887
H 2.47557 -1.36297 0.19124
H 0.16600 -2.70547 1.32324
H 4.80188 1.23898 0.85247
H -1.57779 -2.36739 -2.57273
H -1.65758 0.08042 -0.83345
H 3.79727 -2.67435 1.49495
H 3.71600 1.25056 -0.49469
```

Values from the calculation:
Highest occupied orbital energy, eV: -9.1
Total energy, eV: -134079.975

Results of the Löwdin charge analysis, in e, for atoms 1 through 5:
1 Cl -0.016
2 Cl -0.116
3 Cl -0.049
4 S 0.505
5 P 0.202

***

The following is a DFT calculation (ωB97M-V/def2-TZVPD) of a cluster of 12 separate species, C26H71N2O15S13 in total in a non-equilibrium geometry.

```
127
C26H71N2O15S13, DFT ωB97M-V/def2-TZVPD
S 3.16432 7.97755 -2.90672
S 0.39790 4.01927 3.41494
S -1.93636 6.64959 -0.39815
S 1.83006 -5.12239 1.32403
S 0.87939 -0.90901 3.79691
S 3.06620 2.90710 -1.57699
S 5.66174 -4.10989 -0.35572
S -1.46833 0.78847 -1.14544
S 7.26572 -0.70899 -3.94815
S -0.63535 -5.85448 -5.26101
S -4.40090 1.05322 3.52358
S -9.86307 2.00913 4.20774
S -2.63354 -4.32345 -2.09113
O 7.13228 -2.11652 -3.44654
O 5.52687 -4.88664 -1.63205
O -0.14143 0.08951 -1.10863
O 4.20148 1.90909 -2.01780
O -1.62234 -5.09539 -1.29606
O -8.93036 2.77274 5.10076
O -4.97834 0.81997 2.15877
O 5.01449 3.14674 0.95718
O -0.29411 -0.09476 3.33814
O 2.06768 3.21178 -2.73955
O 3.07512 -4.55527 1.93946
O -1.80885 -5.04023 -5.71977
O 0.87986 3.53699 2.07865
O -2.41551 6.33785 0.98885
O 4.13610 5.39775 1.46415
N 2.71039 5.65542 -0.94831
N 4.97680 5.00952 -1.89328
C 5.59622 -0.03639 -4.12983
C 7.20541 -3.17150 -0.45132
C -9.39545 0.26384 4.29792
C -2.30569 8.39065 -0.72207
C 3.20611 6.60364 -1.85257
C 7.62613 -0.79446 -5.71892
C -3.99359 -3.90044 -0.97580
C 3.80102 4.56628 -0.99961
C 2.10405 2.05869 -0.18956
C 2.37253 0.05989 3.47384
C 1.56967 5.26851 3.99736
C -2.72244 -0.44679 -1.56281
C 0.85779 -4.88558 -5.58408
C 4.31230 4.41186 0.57843
C 2.16517 -5.38969 -0.43355
C -3.15423 5.98176 -1.55731
C 1.75402 -6.87445 1.76801
C -3.56868 -5.51284 -3.08294
C -2.00416 1.02746 0.56582
C -0.31878 -7.11146 -6.52300
C -11.43232 1.82758 5.08929
C -5.69763 1.79714 4.54227
C 1.19596 -2.16599 2.53492
C -3.36488 2.53335 3.43020
C -0.96740 5.16830 3.11776
C 6.22125 -5.25954 0.92416
H -3.12866 4.89127 -1.49774
H 5.15417 0.06715 -3.13612
H 6.88829 -1.42469 -6.22128
H -3.92996 3.35888 2.99073
H 1.18819 5.72910 4.91146
H -11.89155 2.81413 5.18636
H -3.35785 8.59562 -0.51050
H 3.25534 -0.54821 3.68443
H -11.25674 1.41076 6.08390
H 3.08065 -5.97359 -0.55566
H 2.09424 0.91350 -0.43426
H 1.71908 6.02954 3.22765
H 0.92441 -7.34964 1.23940
H 7.10926 -5.79689 0.58263
H 2.11698 -2.70162 2.77586
H 6.44597 -4.70650 1.83898
H -1.96613 0.07839 1.10585
H 7.39801 -2.68623 0.50832
H 7.61152 0.21184 -6.14363
H -12.09760 1.17411 4.52020
H -2.49950 2.31228 2.80121
H -1.33037 1.74269 1.04336
H -1.81031 4.60662 2.70837
H -2.64043 -1.30525 -0.89177
H -10.12689 -0.33882 3.75475
H 1.32238 -5.91321 -0.89059
H 5.64771 0.94542 -4.60615
H -4.15431 6.33497 -1.29455
H 2.36925 0.93173 4.13223
H 2.69482 -7.36686 1.51063
H -3.02124 1.42608 0.57792
H 1.28089 -1.69659 1.55185
H -3.02313 2.80377 4.43186
H 2.38492 0.39245 2.43313
H -3.71610 -0.00041 -1.48141
H 4.98332 -0.71334 -4.72975
H -1.15428 -7.81522 -6.52932
H -4.80450 -3.44148 -1.54611
H 5.80739 5.12831 -1.25764
H 0.60224 -7.64710 -6.28205
H 0.85451 -4.01375 -4.92569
H 5.41984 -5.97487 1.12270
H 0.36046 -2.86974 2.52860
H 2.57572 2.21292 0.87544
H 7.10017 -2.40911 -1.22673
H -9.34525 -0.05699 5.34124
H -0.66192 5.93529 2.40207
H 0.97806 2.40226 -0.11798
H 1.58777 -6.95225 2.84499
H 2.28972 -4.41708 -0.91508
H -6.11925 2.66777 4.03428
H -6.48335 1.05460 4.69995
H 5.20512 4.26377 -2.58734
H -2.55757 -0.77502 -2.59162
H -4.39342 -5.00161 -3.58463
H -0.23385 -6.64207 -7.50607
H 1.74061 -5.49369 -5.37349
H -8.41341 0.14316 3.83488
H -3.95468 -6.31126 -2.44460
H -3.62504 -3.18752 -0.23452
H 0.87018 -4.55303 -6.62478
H 2.52226 4.77824 4.21082
H -2.90096 6.29358 -2.57312
H 8.62059 -1.22709 -5.85033
H -2.07984 8.62413 -1.76512
H 8.03273 -3.83728 -0.70840
H -1.26643 5.63205 4.06062
H -5.27994 2.09138 5.50790
H -4.35324 -4.79800 -0.46703
H -1.67940 9.00485 -0.07084
H -2.89998 -5.94108 -3.83315
```

Values from the calculation:
Energy above the lowest of the compared OMol25 structures with the same formula, charge and spin, kJ/mol: 293.8
Highest occupied orbital energy, eV: -4.9
Net charge: -1
Total energy, eV: -202651.450

Results of the Löwdin charge analysis, in e, for atoms 1 through 5:
1 S 0.499
2 S 0.807
3 S 0.843
4 S 0.822
5 S 0.815